Entry 1:
Below is C53H46Cl3N5O2PSTl as an isolated structure, with properties calculated with the ωB97M-V functional and the def2-TZVPD basis.

Output
- E_HOMO (spin up / spin down): -6.669 / -6.458 eV
- ΔE to the lowest compared entry with this formula, charge and spin: 0.0 kJ/mol
- Energy: -4763.99779 Eh
- Max |F|: 0.5 eV Å⁻¹
- Lowest unoccupied orbital energy (spin up / spin down): -0.81 / -0.76 eV
- Frontier orbital gap (spin up / spin down): 5.860 / 5.696 eV

ORCA input file:
```
! RIJCOSX wB97M-V def2-TZVPD def2/J DEFGRID3
* xyz 0 1
Tl 0.3919 2.1986 0.5368
C 4.8958 3.7856 0.8799
C 3.4265 3.6141 0.6357
N 2.7409 2.6570 1.1452
N 3.3294 1.7181 1.9153
C 2.4031 1.0301 2.5988
O 1.1769 1.2763 2.6313
C 2.9149 -0.1603 3.3514
C 4.2625 -0.5091 3.3485
C 4.6917 -1.6394 4.0282
C 3.7794 -2.4268 4.7193
C 2.4345 -2.0791 4.7277
C 2.0033 -0.9521 4.0434
C 2.6912 4.5859 -0.2071
C 3.3550 5.4781 -1.0477
C 2.6134 6.3656 -1.8079
C 1.2296 6.3449 -1.7218
C 0.6495 5.4136 -0.8758
N 1.3578 4.5725 -0.1353
H 5.1720 3.2421 1.7788
H 5.1568 4.8379 0.9937
H 5.4800 3.3777 0.0497
H 4.9597 0.1153 2.8081
H 5.7415 -1.9053 4.0273
H 4.1167 -3.3035 5.2582
H 1.7253 -2.6823 5.2818
H 0.9611 -0.6605 4.0322
H 4.4339 5.4676 -1.1142
H 3.1121 7.0672 -2.4644
H 0.6159 7.0245 -2.2958
H -0.4291 5.3320 -0.7857
C 0.8796 2.5603 -4.5118
P 0.8758 2.1008 -2.7219
C 2.3486 1.0029 -2.6917
C -0.5384 0.9312 -2.7342
C -0.4688 -0.4025 -3.1294
C -1.6088 -1.1946 -3.1462
C -2.8373 -0.6594 -2.7821
C -2.9216 0.6698 -2.3933
C -1.7767 1.4531 -2.3577
H 0.9236 1.6750 -5.1487
H 1.7378 3.2022 -4.7192
H -0.0290 3.1176 -4.7381
H 2.3251 0.2269 -3.4585
H 2.4482 0.5495 -1.7047
H 3.2269 1.6285 -2.8611
H 0.4792 -0.8395 -3.4206
H -1.5380 -2.2307 -3.4550
H -3.7242 -1.2803 -2.7936
H -3.8729 1.0956 -2.1010
H -1.8453 2.4841 -2.0241
C -1.6324 2.7398 1.3050
C -2.7199 2.5175 0.7104
C -4.0144 2.4626 0.2845
C -4.8249 1.2483 0.5090
C -4.2901 -0.0164 0.2637
C -5.0320 -1.1609 0.5100
C -6.3247 -1.0611 1.0058
C -6.8718 0.1932 1.2427
C -6.1328 1.3381 0.9906
C -4.5843 3.6247 -0.4132
C -5.6717 3.4862 -1.2836
C -6.1683 4.5786 -1.9774
C -5.5974 5.8326 -1.8127
C -4.5213 5.9854 -0.9460
C -4.0182 4.8963 -0.2570
H -3.2941 -0.0870 -0.1501
H -4.6022 -2.1349 0.3097
H -6.9029 -1.9540 1.2051
H -7.8783 0.2794 1.6315
H -6.5621 2.3124 1.1881
H -6.1211 2.5118 -1.4255
H -7.0044 4.4495 -2.6528
H -5.9868 6.6837 -2.3559
H -4.0778 6.9625 -0.8013
H -3.1843 5.0100 0.4249
Cl -2.2250 -5.3456 5.1237
C -1.2355 -5.1917 3.7091
C -0.1368 -4.3523 3.7239
C 0.6346 -4.2454 2.5787
C 0.3348 -4.9482 1.4155
C 1.1796 -4.6956 0.1892
C 0.4695 -3.8508 -0.8741
N 0.1131 -2.5609 -0.3303
C -1.0126 -2.2324 0.3867
C -0.8047 -0.9665 0.8454
N 0.4274 -0.5211 0.4356
C 0.9411 -1.4939 -0.2734
O 1.6462 -5.8775 -0.4372
C 3.0510 -6.0629 -0.2922
C 3.8319 -4.9179 -0.8805
C 3.8286 -4.5873 -2.2028
Cl 3.0329 -5.4327 -3.4634
S 4.7215 -3.1607 -2.5369
C 5.1271 -2.9825 -0.8828
C 4.5960 -3.9773 -0.1252
C -0.7824 -5.7803 1.4371
Cl -1.2863 -6.6685 0.0307
C -1.5649 -5.9119 2.5732
H 0.1062 -3.7867 4.6123
H 1.4852 -3.5723 2.5819
H 2.0342 -4.0975 0.5201
H -0.4118 -4.3606 -1.2600
H 1.1658 -3.6972 -1.6989
H -1.8377 -2.9156 0.4950
H -1.4289 -0.3532 1.4730
H 1.9164 -1.4978 -0.7373
H 3.2767 -6.9999 -0.7994
H 3.3126 -6.1715 0.7661
H 5.7329 -2.1507 -0.5631
H 4.7287 -4.0448 0.9462
H -2.4266 -6.5635 2.5657
*
```



Entry 2:
Below is a 8-piece molecular cluster, C53H46F10IN2O2PS overall at a distorted geometry, with properties calculated with the ωB97M-V functional and the def2-TZVPD basis.

Output
- E_HOMO: -8.663 eV
- Energy: -4342.86281 Eh
- Max |F|: 6.4 eV Å⁻¹
- SMILES: CCOc1cc(P(O)I)c(CCC(F)(F)F)c2nsnc12.Fc1ccccc1.Fc1ccccc1.Fc1ccccc1.Fc1ccccc1.Fc1ccccc1.Fc1ccccc1.Fc1ccccc1
- Lowest unoccupied orbital energy: -1.86 eV
- Frontier orbital gap: 6.800 eV

ORCA input file:
```
! RIJCOSX wB97M-V def2-TZVPD def2/J DEFGRID3
* xyz 0 1
C 5.2572 0.9037 0.3413
C 4.1401 0.0381 1.1427
O 3.9042 -1.1834 0.3199
C 2.6185 -1.0679 -0.2972
C 1.3837 -1.8864 0.2239
C -0.0664 -1.4867 -0.2826
P -1.6129 -2.5742 -0.0136
O -2.7700 -2.1536 -1.2571
I -2.5849 -2.1953 2.2389
C -0.2320 -0.1413 -1.0501
C -1.5724 0.7263 -1.1725
C -2.4246 0.8110 0.2024
C -3.3548 2.1069 0.3432
F -3.1186 2.7453 1.5961
F -4.7427 1.6832 0.3812
F -3.2665 3.0339 -0.7278
C 1.0335 0.3966 -1.8582
N 0.9068 1.3894 -2.9248
S 2.4974 1.2997 -3.5963
N 3.4571 0.3539 -2.5129
C 2.4763 -0.1491 -1.5733
H 6.0330 0.1493 -0.0583
H 4.8192 1.4123 -0.6050
H 5.7126 1.6916 1.0347
H 4.5060 -0.3145 2.1703
H 3.1983 0.7018 1.2116
H 1.5280 -2.7659 0.9670
H -3.6779 -2.4122 -0.9785
H -2.2234 0.4079 -2.0505
H -1.2095 1.8080 -1.4305
H -1.7936 0.7262 1.1661
H -3.1456 -0.0962 0.1739
F 8.1039 1.6196 1.6163
C 8.9240 1.3713 0.5816
C 10.2220 0.9513 0.8278
C 11.0704 0.6888 -0.2438
C 10.6139 0.8600 -1.5485
C 9.3110 1.2872 -1.7837
C 8.4585 1.5390 -0.7140
H 10.5620 0.8316 1.8501
H 12.0845 0.3523 -0.0629
H 11.2774 0.6593 -2.3836
H 8.9587 1.4239 -2.8011
H 7.4382 1.8632 -0.8808
F -0.5678 -3.6195 -4.2407
C -1.4482 -2.8178 -4.8594
C -2.3099 -3.3531 -5.8044
C -3.2263 -2.5222 -6.4421
C -3.2628 -1.1636 -6.1351
C -2.3890 -0.6364 -5.1879
C -1.4807 -1.4691 -4.5424
H -2.2612 -4.4108 -6.0361
H -3.9104 -2.9321 -7.1776
H -3.9749 -0.5153 -6.6362
H -2.4157 0.4227 -4.9526
H -0.7993 -1.0765 -3.7958
F -6.6611 -2.5507 4.9407
C -6.5985 -1.2136 4.8448
C -5.8862 -0.6381 3.8038
C -5.8253 0.7483 3.7012
C -6.4689 1.5432 4.6474
C -7.1773 0.9542 5.6915
C -7.2475 -0.4320 5.7881
H -5.3852 -1.2727 3.0818
H -5.2771 1.2092 2.8860
H -6.4175 2.6248 4.5692
H -7.6745 1.5748 6.4297
H -7.8017 -0.9074 6.5891
F -10.0862 0.5997 -2.1659
C -9.8012 0.6740 -0.8557
C -8.5016 0.9449 -0.4558
C -8.2074 1.0269 0.9018
C -9.2139 0.8264 1.8439
C -10.5144 0.5499 1.4312
C -10.8116 0.4788 0.0735
H -7.7298 1.0899 -1.2031
H -7.1956 1.2459 1.2258
H -8.9820 0.8862 2.9033
H -11.2944 0.3904 2.1649
H -11.8202 0.2733 -0.2662
F 9.9185 -1.7508 -2.4316
C 8.7400 -2.3041 -2.7638
C 7.5629 -1.6366 -2.4598
C 6.3429 -2.2079 -2.8087
C 6.3135 -3.4455 -3.4480
C 7.5012 -4.1091 -3.7438
C 8.7219 -3.5332 -3.4051
H 7.6051 -0.6792 -1.9550
H 5.4164 -1.6901 -2.5822
H 5.3612 -3.8927 -3.7159
H 7.4764 -5.0748 -4.2380
H 9.6563 -4.0316 -3.6357
F 13.4144 2.2078 0.3708
C 13.4917 3.5448 0.2819
C 14.2124 4.1177 -0.7545
C 14.2882 5.5037 -0.8495
C 13.6512 6.3006 0.0993
C 12.9343 5.7139 1.1385
C 12.8490 4.3282 1.2277
H 14.7083 3.4815 -1.4785
H 14.8432 5.9627 -1.6609
H 13.7145 7.3819 0.0269
H 12.4422 6.3359 1.8790
H 12.2880 3.8545 2.0249
F -11.7452 -0.6697 3.9057
C -12.7652 -1.5108 4.1411
C -12.5201 -2.8731 4.2180
C -13.5760 -3.7442 4.4669
C -14.8665 -3.2437 4.6252
C -15.1015 -1.8742 4.5409
C -14.0443 -1.0016 4.3030
H -11.5106 -3.2446 4.0840
H -13.3941 -4.8115 4.5367
H -15.6905 -3.9246 4.8150
H -16.1078 -1.4864 4.6604
H -14.2074 0.0682 4.2430
*
```



- Which of these has the highest energy?
  C53H46F10IN2O2PS



- Among the records above, which one has the lowest energy?
  C53H46Cl3N5O2PSTl



- Look up the energy of the first one.
  -4763.99779 Eh